[1]
{"formula": "C36H61F2IN5O5S", "method": "ωB97M-V/def2-TZVPD", "symbols": ["C", "C", "N", "C", "C", "C", "C", "C", "C", "C", "C", "O", "C", "C", "O", "O", "C", "C", "C", "I", "H", "H", "H", "H", "H", "H", "H", "H", "H", "H", "H", "H", "H", "H", "H", "H", "H", "H", "H", "H", "H", "H", "H", "H", "H", "H", "H", "H", "H", "H", "N", "H", "H", "H", "H", "C", "C", "C", "S", "O", "O", "C", "H", "H", "H", "H", "H", "H", "H", "H", "N", "C", "C", "C", "C", "C", "H", "H", "H", "H", "H", "F", "C", "N", "C", "C", "C", "C", "C", "C", "C", "C", "N", "C", "C", "C", "H", "H", "H", "H", "H", "H", "H", "H", "H", "H", "H", "H", "H", "H", "F"], "coordinates": [[-3.2514, -1.2127, 4.5889], [-2.1140, -0.6044, 5.4443], [-0.8631, -0.3226, 4.7545], [-1.0231, 0.5510, 3.5462], [-1.9346, 1.7774, 3.7559], [-3.1170, 1.7289, 2.7704], [-4.3580, 2.4518, 3.2754], [-5.4889, 2.2763, 2.2273], [-6.1931, 0.9137, 2.4434], [-7.6066, 1.1557, 2.9998], [-8.1591, -0.0203, 3.7597], [-8.7015, -0.9103, 2.7876], [-9.6007, -1.8865, 3.3288], [-0.2845, -1.4991, 4.3621], [-0.5136, -2.5705, 4.8196], [0.6581, -1.3814, 3.3607], [0.3140, -2.0665, 2.1754], [0.5918, -1.1548, 0.9676], [1.5998, -1.7902, 0.0137], [1.3472, -1.0867, -2.0193], [-2.9158, -1.6914, 3.6747], [-4.0146, -0.4681, 4.4064], [-3.7380, -1.9763, 5.1885], [-2.4945, 0.2816, 5.9305], [-1.9207, -1.2984, 6.2454], [-0.0375, 0.9075, 3.2923], [-1.3905, 0.0001, 2.6764], [-2.2175, 1.9462, 4.8035], [-1.3529, 2.6436, 3.4775], [-3.4106, 0.7124, 2.5061], [-2.8075, 2.2034, 1.8352], [-4.1810, 3.5186, 3.3515], [-4.7181, 2.0272, 4.2057], [-4.9825, 2.2481, 1.2648], [-6.1917, 3.1056, 2.2387], [-5.6047, 0.3619, 3.1674], [-6.2109, 0.3283, 1.5201], [-8.2610, 1.4412, 2.1776], [-7.5204, 1.9937, 3.6817], [-7.3659, -0.4808, 4.3438], [-8.9320, 0.3351, 4.4392], [-9.0458, -2.7947, 3.5259], [-10.0756, -1.5313, 4.2364], [-10.3754, -2.0571, 2.5909], [-0.7431, -2.3104, 2.1563], [0.8603, -3.0002, 2.0530], [0.9796, -0.1960, 1.2896], [-0.3159, -0.9858, 0.4022], [2.6264, -1.5672, 0.2635], [1.4724, -2.8640, -0.0278], [-8.7779, 0.6726, -0.3207], [-8.7736, 1.6646, -0.0716], [-7.9175, 0.4453, -0.8230], [-8.8276, 0.1083, 0.5465], [-9.5868, 0.4700, -0.9114], [-6.7362, -4.4754, -1.1500], [-6.3174, -3.3213, -0.2305], [-7.5530, -2.9111, 0.5831], [-8.5769, -4.3857, 0.7214], [-9.8084, -4.1538, 0.0078], [-8.5676, -4.8480, 2.0821], [-7.5265, -5.4391, -0.2727], [-5.8758, -4.9640, -1.6041], [-7.3724, -4.0971, -1.9541], [-5.5299, -3.6587, 0.4452], [-5.9204, -2.4788, -0.7977], [-7.2915, -2.5656, 1.5791], [-8.1407, -2.1498, 0.0695], [-8.1420, -6.1345, -0.8384], [-6.8708, -5.9831, 0.4065], [4.9290, -2.0829, -0.5194], [5.5229, -2.9830, 0.2632], [6.6713, -3.6757, -0.0937], [7.2331, -3.4180, -1.3324], [6.6271, -2.4835, -2.1579], [5.4821, -1.8480, -1.7054], [5.0482, -3.1527, 1.2235], [7.1116, -4.3948, 0.5827], [8.1306, -3.9366, -1.6485], [7.0307, -2.2499, -3.1341], [4.9754, -1.1083, -2.3172], [-1.4793, 2.8075, 6.2802], [8.0828, 7.6632, -7.0653], [8.3475, 6.3616, -6.4138], [7.7531, 6.0876, -5.2396], [7.9436, 4.8781, -4.6210], [8.7568, 3.9124, -5.2133], [9.3746, 4.2357, -6.4192], [9.1569, 5.4622, -6.9977], [8.9554, 2.5830, -4.6103], [8.6344, 1.4254, -5.3233], [8.8769, 0.1981, -4.7677], [9.4286, 0.0947, -3.5537], [9.7333, 1.1862, -2.8428], [9.4894, 2.4484, -3.3491], [9.7489, -1.2152, -2.9795], [8.3570, 8.4573, -6.3758], [7.0243, 7.7131, -7.3085], [8.6735, 7.7405, -7.9716], [7.1185, 6.8553, -4.8199], [7.4385, 4.6842, -3.6847], [10.0347, 3.5329, -6.9101], [9.6185, 5.7423, -7.9331], [8.1936, 1.4760, -6.3094], [8.6484, -0.7183, -5.2898], [10.1702, 1.0325, -1.8690], [9.7569, 3.3097, -2.7534], [9.2413, -1.2981, -2.0214], [10.8305, -1.2599, -2.8612], [9.4147, -2.0026, -3.6468], [11.6112, 0.9623, -4.0363]], "forces_ev_per_angstrom": [[0.178, -0.004, 0.680], [-0.715, -0.062, 0.564], [-0.651, -0.294, -1.956], [0.034, 1.293, 0.845], [-0.255, -0.812, -0.819], [0.009, 0.405, 0.579], [-0.687, 0.180, -1.347], [0.734, -0.899, 0.070], [-0.392, 1.038, -0.175], [1.289, -0.411, 0.223], [-0.390, 0.413, -0.620], [-0.407, 0.166, -0.020], [0.384, 0.165, -0.250], [0.755, 0.576, 0.067], [-0.431, -1.780, 0.643], [0.120, 0.463, 0.077], [-0.005, 0.420, -0.605], [0.414, -0.358, -0.546], [-0.185, 0.146, 0.035], [0.145, -0.099, 0.269], [0.040, 0.052, -0.228], [-0.080, 0.239, -0.446], [-0.061, -0.257, 0.012], [0.325, 0.525, -0.001], [0.413, -0.167, 0.162], [0.305, -0.036, -0.025], [-0.056, -0.353, 0.062], [0.304, 0.161, 0.136], [0.158, 0.376, 0.298], [0.086, -0.296, 0.069], [-0.085, -0.013, -0.195], [0.268, 0.118, 0.556], [0.214, 0.226, 0.501], [-0.105, 0.317, -0.329], [-0.192, 0.072, -0.013], [0.007, -0.320, 0.057], [-0.077, -0.206, -0.053], [-0.418, 0.215, 0.150], [-0.154, 0.284, 0.117], [0.072, -0.262, 0.121], [-0.288, -0.222, 0.108], [-0.109, -0.337, 0.123], [-0.018, 0.147, 0.213], [-0.079, -0.243, -0.162], [-0.224, -0.189, 0.276], [0.171, -0.138, 0.358], [-0.112, 0.180, 0.187], [-0.344, 0.160, 0.104], [0.206, 0.016, -0.045], [-0.028, -0.163, -0.254], [-0.059, -0.150, 0.158], [0.041, -0.037, 0.055], [0.008, 0.007, 0.065], [0.066, -0.004, 0.195], [0.016, -0.026, 0.023], [-0.046, 0.118, 0.009], [-0.042, -0.053, -0.046], [0.518, 0.144, -0.034], [0.315, -0.248, -0.101], [-0.096, 0.140, 0.119], [-0.249, 0.062, 0.012], [0.201, -0.063, -0.247], [-0.014, -0.005, -0.001], [-0.002, -0.054, -0.015], [-0.019, 0.014, 0.014], [0.038, -0.010, 0.032], [-0.173, 0.040, 0.039], [-0.131, -0.118, -0.002], [-0.115, 0.008, 0.118], [-0.060, 0.002, 0.055], [0.155, -0.095, 0.051], [-0.131, 0.052, 0.044], [0.009, 0.019, -0.017], [0.073, -0.012, -0.036], [0.002, -0.022, 0.069], [-0.115, 0.171, -0.066], [0.052, -0.039, 0.014], [-0.024, 0.000, 0.013], [-0.019, -0.023, 0.009], [-0.065, -0.025, -0.036], [0.006, -0.043, -0.045], [-0.275, -0.193, -0.067], [-0.040, -0.090, 0.147], [0.079, 0.124, -0.170], [0.018, -0.087, 0.063], [-0.019, 0.004, 0.147], [-0.033, 0.101, -0.131], [0.051, -0.119, -0.123], [-0.019, -0.116, 0.076], [0.051, -0.324, 0.327], [-0.024, -0.024, -0.364], [0.061, 0.236, -0.089], [-1.110, -0.276, 0.321], [1.303, -0.282, -0.735], [-0.468, 0.538, 0.090], [0.275, 0.109, 0.116], [-0.029, 0.043, -0.046], [0.014, 0.083, -0.017], [0.018, -0.027, 0.013], [0.015, 0.041, -0.066], [0.017, -0.021, -0.009], [0.004, -0.010, 0.051], [-0.040, 0.087, 0.011], [0.002, -0.012, 0.019], [0.053, -0.046, 0.059], [-0.022, -0.047, -0.010], [0.058, -0.040, 0.002], [0.041, -0.113, 0.003], [-0.001, 0.047, -0.049], [-0.024, 0.036, -0.032], [-0.173, 0.197, 0.441]], "orbital_gap_ev": 2.193, "e_above_lowest_kj_mol": 0.0, "largest_force_ev_per_a": 2.08, "charge": 1}

[2]
{"formula": "C36H61F3N10O4", "method": "ωB97M-V/def2-TZVPD", "symbols": ["N", "C", "N", "C", "C", "C", "O", "C", "C", "F", "F", "F", "O", "C", "C", "O", "O", "N", "H", "H", "H", "H", "H", "H", "H", "H", "H", "H", "H", "H", "C", "C", "C", "C", "N", "H", "H", "H", "H", "H", "H", "H", "C", "C", "C", "C", "N", "H", "H", "H", "H", "H", "H", "H", "C", "C", "C", "C", "N", "H", "H", "H", "H", "H", "H", "H", "C", "C", "C", "C", "N", "H", "H", "H", "H", "H", "H", "H", "C", "C", "C", "C", "N", "H", "H", "H", "H", "H", "H", "H", "C", "C", "C", "C", "N", "H", "H", "H", "H", "H", "H", "H", "C", "C", "C", "C", "N", "H", "H", "H", "H", "H", "H", "H"], "coordinates": [[5.7645, 0.2550, 2.3056], [5.9178, -1.0649, 2.4868], [7.2636, -1.5861, 2.3627], [7.3073, -2.7437, 3.3422], [8.7572, -3.3417, 3.5723], [8.8944, -3.5664, 5.1676], [9.9618, -4.4659, 5.5178], [10.0310, -4.4450, 6.9735], [10.9416, -3.2688, 7.5370], [12.0518, -3.0505, 6.7183], [11.4098, -3.6762, 8.8135], [10.2440, -2.0633, 7.7635], [6.3438, -3.6789, 2.8788], [5.0188, -3.2422, 3.1580], [4.6214, -3.6415, 4.6543], [4.5590, -4.8741, 4.9452], [4.3316, -2.7349, 5.6249], [4.7524, -1.8153, 2.8276], [4.8443, 0.6770, 2.1425], [6.5771, 0.8829, 2.3933], [7.9713, -0.9019, 2.6596], [6.9539, -2.3216, 4.3415], [9.5000, -2.5039, 3.3268], [8.9901, -4.2724, 2.9725], [7.8558, -3.9282, 5.5086], [9.0020, -2.5179, 5.6191], [8.9620, -4.2519, 7.3372], [10.3566, -5.4683, 7.3641], [4.3325, -3.8646, 2.4799], [4.2080, -1.3336, 3.5620], [4.8037, -0.4373, -2.0413], [5.3856, 0.5896, -3.0043], [6.9106, 0.6965, -2.9055], [7.3078, 1.1154, -1.5238], [7.6166, 1.4400, -0.4520], [4.9968, -0.1657, -1.0018], [3.7197, -0.5032, -2.1632], [5.2273, -1.4295, -2.2232], [4.9309, 1.5642, -2.8013], [5.1128, 0.3150, -4.0272], [7.2828, 1.4331, -3.6213], [7.3777, -0.2647, -3.1342], [0.8507, 1.1537, -0.5643], [1.0837, 2.6572, -0.4843], [2.4109, 3.0878, -1.1134], [3.5495, 2.4306, -0.4010], [4.4345, 1.9199, 0.1526], [1.6119, 0.5969, -0.0100], [-0.1177, 0.8967, -0.1314], [0.8606, 0.8116, -1.6012], [1.0538, 2.9659, 0.5655], [0.2644, 3.1712, -0.9938], [2.5262, 4.1720, -1.0442], [2.4422, 2.8103, -2.1703], [-3.3756, -0.1663, 0.0690], [-4.2116, 0.7931, -0.7718], [-3.8593, 0.7424, -2.2608], [-2.4266, 1.1233, -2.4578], [-1.3135, 1.4199, -2.6105], [-2.3127, 0.0840, 0.0286], [-3.6803, -0.1171, 1.1167], [-3.4996, -1.1978, -0.2732], [-4.0725, 1.8101, -0.3929], [-5.2693, 0.5456, -0.6474], [-4.4924, 1.4353, -2.8197], [-4.0211, -0.2625, -2.6595], [-7.6581, 1.8736, -5.5663], [-7.0710, 2.9035, -6.5256], [-5.5475, 3.0095, -6.4234], [-5.1577, 3.4256, -5.0411], [-4.8563, 3.7499, -3.9668], [-7.4690, 2.1411, -4.5229], [-8.7413, 1.8111, -5.6936], [-7.2368, 0.8840, -5.7494], [-7.5250, 3.8783, -6.3216], [-7.3415, 2.6313, -7.5494], [-5.1729, 3.7474, -7.1365], [-5.0794, 2.0488, -6.6527], [-0.2022, -4.6544, 4.4585], [-0.0564, -5.4301, 5.7629], [0.4332, -4.5586, 6.9219], [1.7808, -3.9879, 6.5989], [2.8401, -3.5455, 6.3411], [0.7566, -4.2555, 4.1187], [-0.5802, -5.3077, 3.6680], [-0.9013, -3.8204, 4.5740], [0.6379, -6.2609, 5.6055], [-1.0248, -5.8658, 6.0278], [0.5083, -5.1550, 7.8342], [-0.2671, -3.7397, 7.1087], [-6.9351, 8.3577, -1.8469], [-5.5816, 7.6848, -1.6439], [-5.6418, 6.1639, -1.8081], [-6.5769, 5.5793, -0.7975], [-7.3032, 5.1262, -0.0119], [-7.6641, 8.0287, -1.1024], [-6.8389, 9.4415, -1.7493], [-7.3360, 8.1399, -2.8412], [-5.2073, 7.9354, -0.6466], [-4.8695, 8.0931, -2.3665], [-4.6491, 5.7314, -1.6674], [-5.9870, 5.8991, -2.8098], [-11.5209, -1.6384, -6.3963], [-11.1787, -1.6791, -4.9107], [-10.0291, -0.7394, -4.5384], [-8.7910, -1.1279, -5.2826], [-7.8319, -1.4368, -5.8602], [-10.6820, -1.9716, -7.0121], [-12.3628, -2.3004, -6.6101], [-11.7962, -0.6265, -6.7077], [-10.9220, -2.7061, -4.6339], [-12.0655, -1.4030, -4.3336], [-9.8312, -0.7941, -3.4654], [-10.2838, 0.2946, -4.7836]], "forces_ev_per_angstrom": [[0.283, -0.474, 0.408], [-0.320, 0.442, 0.505], [-2.748, -0.308, 1.641], [0.126, -0.410, 0.905], [0.248, 0.802, 0.766], [-1.609, 0.747, -1.503], [-0.759, 1.119, 1.612], [-0.952, 0.003, -0.233], [0.523, -0.528, 0.902], [-2.201, 0.046, 1.743], [-0.674, 0.984, -2.387], [1.634, -2.244, -0.797], [0.579, 1.237, 0.186], [-2.381, -1.926, -0.001], [-0.495, 0.799, 4.989], [0.712, 1.935, -2.053], [7.036, 1.055, -7.761], [4.277, 0.865, -0.556], [0.699, -0.300, 0.061], [-0.811, -0.571, -0.593], [-0.540, 0.046, -0.592], [0.341, -0.606, -0.946], [-0.856, -1.335, -0.039], [-0.465, 1.142, 0.692], [1.577, 0.030, -0.176], [0.191, -1.443, -0.429], [1.567, -0.300, -0.037], [-0.034, 1.674, -0.622], [1.222, 0.769, 0.869], [0.277, -0.396, -0.132], [-0.027, -0.147, 0.035], [-0.285, -0.146, 0.077], [-0.116, 0.347, 0.689], [0.512, 0.207, 0.672], [-0.458, -0.530, -1.519], [0.053, -0.027, -0.107], [0.065, -0.034, 0.003], [-0.052, 0.051, -0.006], [0.147, -0.012, -0.066], [0.134, 0.082, 0.013], [0.106, -0.032, 0.156], [0.024, 0.079, 0.119], [0.181, -0.138, 0.073], [-0.313, -0.257, 0.146], [0.344, -0.298, 0.522], [0.759, -0.144, 0.186], [-1.519, 0.823, -0.585], [0.028, 0.084, 0.005], [0.072, 0.014, -0.112], [-0.050, 0.022, 0.140], [0.074, 0.098, -0.105], [0.143, 0.014, -0.038], [0.175, -0.104, -0.002], [0.083, -0.050, 0.089], [-0.043, -0.022, 0.083], [0.055, -0.092, 0.333], [0.584, 0.296, 0.156], [0.668, 0.176, -0.441], [-1.759, -0.340, 0.134], [-0.061, -0.037, -0.067], [0.013, -0.045, -0.079], [0.046, 0.058, 0.042], [-0.087, -0.034, -0.141], [0.044, 0.085, -0.126], [0.209, 0.006, -0.048], [0.145, 0.059, -0.007], [0.102, 0.029, -0.001], [-0.394, -0.061, 0.126], [-0.088, 0.285, 0.627], [0.497, 0.207, 0.591], [-0.493, -0.493, -1.516], [0.033, 0.026, -0.050], [0.083, -0.003, -0.045], [-0.037, 0.160, 0.019], [0.137, -0.007, -0.102], [0.139, 0.066, 0.028], [0.105, -0.029, 0.162], [0.028, 0.075, 0.125], [-0.025, -0.035, -0.108], [-0.135, -0.071, -0.219], [0.747, 0.078, -0.447], [0.947, 0.637, -0.083], [-8.078, -3.669, 3.907], [-0.033, -0.001, 0.118], [-0.020, 0.063, 0.045], [0.046, -0.032, -0.024], [-0.022, 0.085, 0.119], [0.064, 0.012, 0.074], [0.071, 0.119, -0.027], [0.079, -0.017, -0.009], [-0.011, 0.098, 0.010], [-0.147, 0.290, 0.036], [-0.399, 0.066, 0.654], [-0.410, -0.585, 0.397], [1.034, 0.691, -1.116], [0.050, -0.050, -0.068], [-0.022, -0.070, -0.054], [0.001, 0.021, 0.071], [0.047, -0.090, -0.090], [0.027, -0.142, 0.049], [-0.173, -0.142, -0.030], [0.008, -0.100, 0.145], [-0.049, -0.033, -0.045], [-0.235, -0.165, -0.220], [0.464, -0.464, -0.356], [0.692, -0.158, -0.221], [-1.428, 0.323, 0.815], [-0.011, 0.069, 0.060], [0.039, 0.088, 0.008], [0.015, -0.074, -0.008], [0.026, 0.129, 0.081], [0.142, 0.028, 0.066], [0.136, 0.054, -0.111], [0.112, -0.070, -0.026]], "orbital_gap_ev": 5.798, "largest_force_ev_per_a": 10.53}